Record 1
DFT (ωB97M-V/def2-TZVPD) results for the molecule C5H5N.

XYZ file:
```
11
Properties=species:S:1:pos:R:3:forces:R:3
C 1.41869 -1.17129 0.03879 -1.1 -2.1 0.9
C 0.96959 0.07618 -0.07229 -0.4 -0.8 0.0
C -0.50101 0.37275 0.05255 1.0 0.5 -0.6
C -0.94291 1.63162 0.01281 -1.7 -1.7 0.5
C -1.40787 -0.75308 0.01115 -1.6 -3.0 -0.1
H 0.68508 -2.02644 0.34078 1.3 1.7 -0.7
H 2.44469 -1.54799 -0.06143 -0.4 0.7 0.0
H 1.65428 0.89272 -0.30782 -0.4 0.0 0.1
H -2.00121 1.85224 0.08939 0.1 0.0 -0.1
H -0.27904 2.42087 -0.02706 1.3 1.5 -0.1
N -2.04029 -1.74759 -0.07686 1.9 3.2 0.4
```
Forces are in eV/Å.

Output
- Spin multiplicity: 1
- Highest occupied orbital energy: -9.703 eV
- Energy relative to the best compared isomer or geometry (same formula, charge and spin): 1.687 eV
- SMILES: C=CC(=C)C#N


Record 2
DFT (ωB97M-V/def2-TZVPD) results for a cluster of 2 separate species, C3H2INO in total.

XYZ file:
```
8
Properties=species:S:1:pos:R:3:forces:R:3
C 0.84834 0.97834 0.87402 -0.1 3.4 1.0
C 1.19744 0.06225 -0.16135 -2.4 -2.6 -2.0
C -0.81648 -0.43944 -0.47281 2.7 0.9 0.0
N 0.34369 1.93802 1.34718 1.4 -2.7 -0.9
O 2.11014 -0.41664 -0.78524 -2.0 1.7 2.0
I -1.45502 -1.83275 0.92373 0.2 -0.6 0.1
H -1.42773 0.41929 -0.19686 0.6 0.3 -0.5
H -0.80038 -0.70907 -1.52868 -0.3 -0.3 0.3
```
Forces are in eV/Å.

Output
- Spin multiplicity: 1
- Highest occupied orbital energy: -9.305 eV
- Energy relative to the best compared isomer or geometry (same formula, charge and spin): 2.218 eV


Record 3
DFT (ωB97M-V/def2-TZVPD) results for a cluster of 4 separate species, C41H44Br2F3IN2O13 in total.

XYZ file:
```
106
Properties=species:S:1:pos:R:3:forces:R:3
C -0.33258 4.51467 2.23037 -1.0 0.0 -0.6
C -1.78371 4.64052 2.91793 0.4 3.0 2.0
O -1.98801 5.57782 3.74332 0.3 -4.2 -3.3
O -2.78578 3.70783 2.52852 1.7 0.7 1.4
C -2.88667 2.60439 3.50964 0.7 -0.8 -0.1
C -1.79781 1.45946 3.13679 -0.9 -0.2 -0.8
C -2.25552 -0.01858 3.58871 0.3 0.0 0.1
C -1.06697 -1.12550 3.42625 -1.5 0.5 -0.7
C -0.90401 -1.38182 1.84597 0.4 0.5 1.0
C 0.37832 -2.26789 1.43886 -0.1 1.1 -1.9
C 1.50981 -1.24020 0.89348 1.7 0.8 0.3
C 1.35802 -0.54808 -0.52019 2.7 1.2 1.4
C 0.15205 -0.81654 -1.53035 0.9 0.6 -0.5
C -1.18383 0.03816 -1.24648 -0.7 -1.9 0.8
C -2.38852 -1.05195 -1.06090 0.2 0.0 -1.0
I -1.77055 1.22723 -3.01468 0.2 -0.3 0.7
C 2.46861 0.47808 -0.97616 1.3 -1.2 3.3
N 2.43021 1.22137 -2.24550 -2.9 1.1 2.3
C 1.80931 2.38733 -2.12313 0.1 -0.2 -0.6
C 1.62129 3.18026 -0.72737 0.8 -0.2 -0.4
C 1.21418 3.15469 -3.42196 0.8 0.4 1.6
C 3.71772 0.75290 -0.04422 -2.6 -2.6 1.3
C 3.81466 0.01903 1.30607 -1.4 0.0 -1.5
C 2.71448 -0.97440 1.82752 0.3 1.7 -3.1
C 2.95535 -1.61384 3.25462 -0.7 -0.4 1.5
O 2.07420 -1.94759 4.08733 2.5 0.9 -3.0
C 4.49070 -1.81679 3.71270 2.6 1.0 -1.0
C 4.93252 -2.96036 4.71154 0.4 -3.1 3.2
C 4.32551 -3.14912 6.15748 2.8 -2.0 -2.5
C 4.89797 -4.32454 6.97239 -0.4 1.1 -0.9
N 5.91589 -5.26254 6.66879 -1.1 2.8 -2.9
C 6.49654 -5.13881 5.37819 -2.8 3.0 0.0
C 6.01946 -4.04436 4.40745 -0.7 0.5 1.1
C 5.50732 -0.93772 3.20695 -1.3 -1.2 0.3
C 7.04742 -1.06505 3.54755 0.7 0.3 2.0
Br 8.24660 -1.51600 2.00760 -1.5 0.4 1.1
C 7.64591 -0.90527 4.82074 -2.3 -0.1 -2.3
C 6.76205 -0.56879 6.10553 1.8 -0.4 0.4
Br 9.61086 -1.14543 5.01638 -2.1 0.3 0.2
C 5.08547 0.27377 2.22000 1.3 1.0 0.3
O 5.78853 1.31235 2.22690 -2.6 -3.4 -0.4
H -0.46424 4.69380 1.09473 0.1 -0.5 1.8
H 0.07795 3.46291 2.39410 -0.5 1.5 -0.3
H 0.37804 5.31895 2.61320 -1.2 -1.2 -0.3
H -3.95137 2.20207 3.39651 1.6 0.6 0.3
H -2.66767 3.01915 4.55143 -0.7 -0.6 -1.3
H -0.75095 1.73682 3.51470 -1.5 -0.5 -0.4
H -1.77853 1.43937 1.97786 0.2 0.2 1.8
H -3.15399 -0.34003 2.93216 1.4 0.5 1.0
H -2.63535 -0.00912 4.66682 0.6 0.0 -1.4
H -1.46573 -2.09894 3.88034 0.9 1.3 -0.4
H -0.12630 -0.75146 3.94990 -1.2 -0.7 -0.8
H -1.90260 -1.84725 1.49430 1.8 0.8 0.5
H -0.73790 -0.34063 1.36958 -0.6 -1.8 0.6
H 0.76684 -2.95600 2.25890 -0.5 1.1 -1.2
H 0.06903 -2.87421 0.50072 0.6 0.6 1.6
H 0.51255 -0.51866 -2.58862 -0.3 -0.5 1.8
H -0.10556 -1.93243 -1.59842 0.4 1.6 0.3
H -1.10962 0.75930 -0.36408 0.0 -1.0 -1.4
H -2.00124 -2.03286 -0.58835 -0.7 1.8 -0.5
H -3.29466 -0.62367 -0.51599 1.3 -0.6 -0.7
H -2.71186 -1.35112 -2.13132 0.4 0.5 1.8
H 1.10060 4.18773 -0.84444 0.5 -1.5 -0.1
H 2.69869 3.41388 -0.37062 -1.8 -0.5 -0.4
H 1.10917 2.56237 0.08314 0.7 0.7 -1.2
H 0.15388 3.48174 -3.10101 1.7 -0.7 -0.7
H 1.80814 4.14040 -3.54046 -0.8 -1.6 -0.1
H 1.22265 2.50701 -4.35811 0.0 0.9 1.4
H 4.53007 1.47926 -0.41281 -1.4 -1.4 0.8
H 3.49668 -2.44879 6.53775 1.5 -1.4 -0.5
H 4.41139 -4.46216 8.01096 1.0 0.2 -1.8
H 7.30739 -5.86390 5.02741 -1.4 1.2 0.8
H 6.53717 -3.99334 3.38022 -0.9 -0.1 1.8
H 7.24699 0.32992 6.62851 -0.9 -1.2 -0.8
H 5.66048 -0.37835 5.89047 1.7 -0.3 0.0
H 6.89796 -1.46027 6.83216 -0.5 1.4 -1.2
C -5.32242 2.36186 -4.99968 -0.1 -0.4 1.0
C -4.42053 3.25421 -5.79056 0.7 -0.2 -0.2
O -5.05331 3.31702 -7.05225 -0.6 0.2 0.5
C -6.38103 3.14938 -6.80037 -1.2 0.1 -0.8
O -7.25144 3.40866 -7.58126 0.8 -0.3 0.8
O -6.59904 2.65804 -5.54890 0.1 0.4 -0.7
F -3.19795 2.69340 -5.94863 0.2 0.1 0.0
H -5.10079 1.30098 -5.14666 0.2 0.1 -0.1
H -5.29369 2.58118 -3.93133 -0.2 0.0 -0.1
H -4.31502 4.26337 -5.38177 0.2 -0.1 -0.1
C -8.49524 4.02534 -10.29087 0.7 -0.1 0.8
C -9.74655 3.33703 -10.73238 -0.6 0.2 0.2
O -9.95922 3.85400 -12.03050 0.6 -0.3 0.0
C -8.71841 4.15388 -12.50950 0.6 0.5 -1.5
O -8.47475 4.35825 -13.66307 -0.3 -0.1 1.0
O -7.78813 4.18494 -11.51393 -0.6 -0.1 -0.6
F -10.79705 3.68776 -9.95154 -0.2 -0.2 0.0
H -8.68695 5.00843 -9.85165 -0.2 -0.1 0.0
H -7.92101 3.43003 -9.57981 0.0 0.2 -0.3
H -9.66792 2.24688 -10.77921 -0.2 0.1 0.1
C 2.12982 -6.19982 2.36102 0.7 0.5 0.6
C 1.63521 -7.54529 1.93593 -0.4 -0.5 0.4
O 0.65500 -7.23701 0.96608 0.6 0.4 -0.2
C 1.05165 -6.05782 0.41106 -0.6 0.8 -1.3
O 0.62500 -5.62231 -0.61884 0.3 -0.3 1.0
O 1.99990 -5.43714 1.16863 -0.4 -0.4 -0.4
F 1.03576 -8.19058 2.96439 0.0 -0.2 0.0
H 1.51428 -5.75275 3.14703 -0.1 -0.2 0.0
H 3.16674 -6.22482 2.69982 -0.1 0.1 -0.2
H 2.40198 -8.18725 1.49253 -0.1 -0.1 0.1
```
Forces are in eV/Å.

Output
- Spin multiplicity: 1
- Highest occupied orbital energy: -9.125 eV
- SMILES: CC(=O)OCCCCCCc1c(C[C@H](C)I)c(N=C(C)C)cc2c1C(=O)C(c1ccncc1)=C(/C(Br)=C(\C)Br)C2=O.O=C1OC[C@@H](F)O1.O=C1OC[C@@H](F)O1.O=C1OC[C@@H](F)O1


Record 4
DFT (ωB97M-V/def2-TZVPD) results for a cluster of 2 separate species, CH5OS in total.

XYZ file:
```
8
Properties=species:S:1:pos:R:3:forces:R:3
S 1.31678 -0.97216 2.07319 0.2 -0.1 0.1
H 0.20626 -0.58058 2.70821 -0.1 0.0 0.0
C -0.55174 0.43399 -0.80513 -0.1 0.1 -4.4
O 0.79921 -0.09481 -1.07042 -1.2 -0.4 2.2
H -0.93540 0.52014 0.18516 0.2 -0.6 0.9
H -0.56024 1.46950 -1.22857 0.3 -0.6 0.5
H -1.31722 -0.07767 -1.55718 1.4 0.5 2.0
H 1.04235 -0.69842 -0.30526 -0.6 1.0 -1.3
```
Forces are in eV/Å.

Output
- Spin multiplicity: 2
- Expectation value of S²: 0.75
- Highest occupied orbital energy (spin up / spin down): -10.064 / -10.040 eV
- Energy relative to the best compared isomer or geometry (same formula, charge and spin): 1.084 eV


Record 5
DFT (ωB97M-V/def2-TZVPD) results for a structure of composition C5H81InNO32Si.

XYZ file:
```
121
Properties=species:S:1:pos:R:3:forces:R:3
C 2.86042 -1.98554 -0.61980 0.3 0.1 0.5
Si 1.17488 -1.45166 0.09894 -1.3 0.1 -0.5
C 0.81493 -2.40760 1.72619 0.5 0.1 -0.4
C 1.10280 0.44368 0.45421 0.1 -0.7 -0.1
In -0.83101 -1.91499 -1.47566 0.1 0.0 -0.1
C -2.66049 -1.61625 -0.16408 0.5 -0.1 -0.4
C -3.96343 -2.18808 -0.77132 0.7 1.1 0.0
N -4.85224 -1.12391 -1.32822 0.2 -0.4 0.4
H 3.44279 -1.11919 -0.95344 0.0 0.0 0.0
H 3.43759 -2.48773 0.16543 0.1 0.0 -0.1
H 2.77143 -2.67417 -1.45875 -0.2 0.0 0.0
H -0.05956 -1.99640 2.23364 0.0 0.1 0.0
H 0.54868 -3.42415 1.42743 0.1 -0.1 0.1
H 1.67128 -2.44710 2.40779 -0.1 0.0 0.2
H 0.51726 0.59815 1.36631 0.3 0.1 0.2
H 0.54253 0.92678 -0.34963 0.3 0.0 0.0
H 2.09861 0.88801 0.51466 -0.2 0.3 0.3
H -0.77521 -0.65821 -2.78488 -0.2 -0.1 0.1
H -0.81027 -3.53858 -2.16996 -0.3 0.3 0.1
H -2.40587 -2.07212 0.79480 -0.1 -0.2 -0.1
H -2.71337 -0.53687 0.01721 -0.3 0.0 0.0
H -4.51686 -2.74374 -0.00487 -0.2 -0.2 -0.3
H -3.69499 -2.81001 -1.62419 -0.3 -0.5 0.2
H -4.20931 -0.50418 -1.81853 -0.2 0.0 -0.2
H -5.13431 -0.55911 -0.52942 -0.1 0.1 -0.1
O 0.77045 -5.38845 -2.95081 0.5 -0.2 -0.1
H 0.17568 -5.23241 -3.69026 -0.2 0.1 0.2
H 0.47137 -6.22634 -2.58182 -0.1 -0.1 0.0
O 0.20871 2.61911 -1.95100 -0.1 -0.1 0.0
H 0.17473 3.40105 -1.38997 0.0 0.0 0.0
H 1.02986 2.72165 -2.44057 0.0 -0.1 0.1
O -3.83837 -1.54422 2.86403 -0.2 -0.1 0.5
H -3.09455 -0.93212 2.88414 0.0 0.0 -0.2
H -4.38837 -1.20760 2.14731 0.2 -0.1 -0.2
O 4.19856 2.03186 -0.11470 0.2 -0.1 -0.3
H 4.62096 2.30862 0.70845 -0.1 -0.1 0.1
H 4.05788 1.08456 0.00954 -0.1 0.1 0.2
O -3.56657 0.71923 4.61430 0.0 0.4 0.1
H -3.13935 1.00465 5.42888 -0.3 0.0 0.1
H -3.70642 -0.23012 4.73871 0.1 -0.1 -0.2
O -4.50449 1.07501 1.59058 -0.2 0.2 0.1
H -3.61121 1.25137 1.90813 0.0 -0.1 -0.1
H -5.02436 0.98157 2.39782 0.1 0.0 0.0
O -4.28422 -5.30368 -1.84074 0.1 -0.1 -0.1
H -4.92029 -5.61367 -2.49505 0.0 -0.1 0.0
H -4.82201 -4.90651 -1.14873 0.2 0.1 0.0
O -3.47082 3.80730 3.17178 0.0 0.1 -0.3
H -4.05827 3.93222 2.41424 0.0 -0.1 -0.1
H -3.77389 2.98010 3.57216 0.1 0.1 0.2
O 2.75869 3.69753 2.19739 -0.1 0.2 0.0
H 2.84179 4.07700 1.31670 0.0 -0.1 0.0
H 1.84534 3.38426 2.23708 0.1 -0.1 0.0
O 5.60588 1.11374 -2.41892 -0.2 0.3 0.1
H 4.98965 0.78398 -3.08817 0.3 -0.1 -0.1
H 5.04198 1.48940 -1.71785 0.2 0.1 0.1
O -0.03005 -8.46803 -2.17776 0.0 -0.1 0.1
H -0.87897 -8.84790 -2.42403 0.0 0.1 0.0
H 0.61316 -8.96192 -2.69624 0.0 0.1 -0.1
O -0.36912 3.90935 2.23526 0.0 0.0 0.1
H -0.01739 4.77567 1.99677 0.0 0.0 0.0
H -1.13875 4.11303 2.77972 -0.1 -0.1 0.1
O 6.23732 4.13932 -3.20944 0.0 0.1 -0.1
H 6.65572 4.38392 -2.37623 0.0 0.0 0.0
H 6.11366 3.18688 -3.10784 -0.2 -0.2 0.1
O -1.53680 -1.47586 4.73679 0.0 0.1 -0.2
H -0.71766 -1.07438 4.42079 0.1 0.0 0.2
H -1.77829 -2.09863 4.03999 0.0 -0.1 0.1
O -0.46216 1.75583 4.83099 -0.1 0.0 0.0
H -0.38564 2.13845 3.94738 0.2 0.0 0.0
H -1.37782 1.46021 4.88643 0.1 -0.1 -0.2
O -3.00445 -0.17895 -4.80251 0.0 0.2 -0.1
H -2.10532 -0.01950 -4.48445 0.0 -0.2 0.1
H -3.45944 -0.48430 -4.01176 0.0 -0.1 0.0
O -2.03376 6.32972 1.21392 -0.2 0.0 0.2
H -2.61748 6.44159 0.45467 0.0 0.0 -0.2
H -2.31904 5.49621 1.60445 0.1 -0.1 -0.1
O -4.21028 3.77591 5.90269 -0.1 0.1 0.1
H -3.85187 4.63455 5.65454 0.1 -0.1 -0.1
H -4.96426 3.98155 6.46458 0.0 -0.1 0.0
O -3.57307 7.21183 -1.49446 0.1 0.1 0.2
H -2.83374 7.82925 -1.50321 0.0 0.0 -0.1
H -4.14816 7.50211 -2.20835 0.0 -0.1 0.0
O -5.82529 -7.45214 -1.10523 -0.2 -0.2 0.2
H -4.92190 -7.25456 -0.82853 0.0 0.1 -0.2
H -6.27233 -7.75904 -0.31032 0.0 0.0 0.0
O -3.29978 -4.77195 -4.75001 -0.2 -0.2 -0.1
H -3.93735 -5.07091 -5.40546 0.0 0.1 0.0
H -3.83687 -4.37964 -4.05091 0.2 0.1 0.1
O 1.28178 -0.02228 6.58651 0.1 0.1 0.0
H 2.20905 0.22751 6.63907 0.0 -0.1 0.0
H 0.86781 0.69706 6.09198 -0.1 0.0 -0.1
O -6.69618 -3.48684 -2.63721 0.0 0.1 -0.1
H -6.51057 -4.21208 -2.03767 -0.1 0.0 0.1
H -6.15524 -2.74628 -2.31123 0.0 0.2 0.0
O 5.89483 -1.88774 0.69477 0.4 0.1 0.1
H 6.70184 -1.46812 0.37470 0.0 0.0 0.0
H 5.64205 -2.49093 -0.01270 -0.2 0.1 0.0
O 5.30682 0.37266 -5.17669 0.0 0.1 -0.1
H 6.22633 0.64591 -5.08465 0.0 0.0 0.1
H 4.89224 1.08866 -5.66966 0.0 -0.1 0.0
O -5.64585 5.86671 2.51615 0.1 -0.1 0.0
H -5.34890 5.36427 3.28396 0.0 0.0 0.0
H -4.89130 6.42307 2.29059 0.0 0.0 0.0
O 8.91323 3.12766 -3.36088 0.5 0.0 -0.2
H 9.66760 3.72206 -3.29210 0.0 0.0 -0.1
H 8.37211 3.50741 -4.06293 -0.3 0.1 0.2
O 7.92027 2.41769 -0.65486 0.0 0.0 0.1
H 8.68239 2.62962 -1.20570 -0.2 0.0 -0.1
H 7.37509 1.85877 -1.22449 0.0 0.0 0.0
O 0.05224 5.29403 -2.75307 0.0 0.4 -0.2
H 0.79238 5.49919 -3.33289 0.0 0.0 0.0
H -0.49365 4.68326 -3.26174 0.0 -0.1 0.1
O 0.92727 -6.98175 -5.48599 0.0 -0.1 -0.3
H 1.65685 -6.35854 -5.40438 -0.1 0.0 0.2
H 0.37360 -6.61777 -6.18416 0.0 0.0 0.0
O 4.61296 0.13585 2.53081 0.1 0.1 0.0
H 3.77110 -0.27532 2.30169 0.0 0.0 0.1
H 5.26802 -0.39201 2.05785 -0.2 -0.2 -0.1
O 7.57767 -0.60557 4.19402 0.0 0.0 -0.1
H 6.91299 0.08786 4.27485 0.0 0.0 0.0
H 7.16793 -1.24910 3.60654 0.0 0.0 0.1
```
Forces are in eV/Å.

Output
- Spin multiplicity: 1
- Charge: -1
- Highest occupied orbital energy: -3.903 eV


Record 6
DFT (ωB97M-V/def2-TZVPD) results for the molecule C5H3NO2.

XYZ file:
```
11
Properties=species:S:1:pos:R:3:forces:R:3
C -1.66316 -0.08844 0.00695 -5.1 -0.7 -0.1
C -0.25817 0.11995 -0.11060 3.0 1.1 -0.2
C 0.28619 1.51703 0.01325 2.1 2.9 1.3
C 0.49181 -0.98539 -0.16151 1.1 0.2 -0.1
C 1.92121 -1.21687 -0.12836 0.3 0.9 0.5
H -2.36814 0.82073 0.20820 1.5 -1.0 -0.2
H -0.53488 2.23542 0.61711 2.0 -1.4 -1.7
H -0.11780 -1.83685 -0.14885 -0.5 -1.6 0.0
N 3.05271 -1.35060 0.08411 -1.2 -0.1 -0.5
O -2.25835 -1.16620 -0.13652 1.7 1.8 0.3
O 1.44857 1.95124 -0.24380 -4.9 -2.2 0.7
```
Forces are in eV/Å.

Output
- Spin multiplicity: 1
- Highest occupied orbital energy: -10.799 eV
- Energy relative to the best compared isomer or geometry (same formula, charge and spin): 1.697 eV
- SMILES: N#CC=C(C=O)C=O


What is the spin multiplicity in the sixth record?
1